[1]
Formula: C37H39ClN3OOsTe
Source: the Open Molecules 2025 dataset
Level of theory: ωB97M-V with the def2-TZVPD basis set

Each line ends with the Löwdin charge.
Geometry (Å):
1 Os -0.24504 -0.76720 0.04774  1.393
2 Cl -7.31066 0.97494 0.00917  0.697
3 C -5.71911 0.31532 -0.17217  -0.659
4 C -5.41984 -0.48406 -1.28825  -0.055
5 C -4.16540 -1.01303 -1.45625  0.019
6 C -3.14086 -0.75291 -0.53641  -0.332
7 O -1.95810 -1.28770 -0.79265  -0.290
8 C -3.44485 0.04381 0.58655  -0.149
9 C -2.51548 0.38244 1.60790  -0.061
10 N -1.25547 0.08874 1.62772  -0.070
11 C -0.41956 0.40571 2.75524  -0.182
12 C -0.83623 0.82427 3.98177  0.020
13 C 0.10512 1.12556 4.99640  -0.037
14 C 1.44064 0.99306 4.76842  -0.005
15 C 1.89501 0.51596 3.51537  -0.143
16 C 3.26204 0.32551 3.20521  0.033
17 C 3.62514 -0.18779 1.99599  -0.020
18 C 2.62407 -0.53523 1.07895  -0.133
19 N 1.34571 -0.34920 1.32103  -0.067
20 C 0.95661 0.20108 2.53036  -0.158
21 C -4.75598 0.56074 0.75141  -0.056
22 H -6.19549 -0.67812 -2.01889  0.118
23 H -3.92662 -1.62967 -2.31390  0.129
24 H -2.91202 0.94795 2.44770  0.136
25 H -1.89096 0.92934 4.20427  0.120
26 H -0.25179 1.45926 5.96292  0.120
27 H 2.16438 1.21982 5.54137  0.127
28 H 4.01267 0.58669 3.94301  0.135
29 H 4.66162 -0.34292 1.72830  0.126
30 H 2.86649 -0.99091 0.12960  0.111
31 H -4.98242 1.17067 1.61904  0.123
32 C 2.76405 0.60664 -4.51374  -0.036
33 C 1.82889 -0.51426 -4.13988  -0.259
34 C 1.06436 -1.16378 -5.09719  0.009
35 C 0.14411 -2.15514 -4.75585  -0.241
36 C -0.67479 -2.84519 -5.81973  -0.036
37 C 0.00581 -2.50155 -3.42374  0.002
38 C 0.77795 -1.87351 -2.44693  -0.323
39 C 1.67378 -0.88690 -2.80871  -0.071
40 N 0.60607 -2.19711 -1.06506  -0.095
41 C 0.64609 -3.64508 -0.63127  -0.595
42 C 1.34405 -4.53734 -1.66844  -0.031
43 C 1.45663 -3.70788 0.66383  -0.060
44 C -0.76739 -4.15863 -0.35697  -0.044
45 H 3.02836 0.57203 -5.57165  0.082
46 H 3.68501 0.56874 -3.92846  0.082
47 H 2.29009 1.57157 -4.31643  0.080
48 H 1.17709 -0.88801 -6.14192  0.127
49 H -0.94315 -2.15860 -6.62273  0.082
50 H -1.59315 -3.26273 -5.40652  0.078
51 H -0.10923 -3.66607 -6.26730  0.089
52 H -0.74071 -3.23357 -3.13395  0.114
53 H 2.27943 -0.41137 -2.04586  0.085
54 H 2.18255 -4.02819 -2.14813  0.096
55 H 0.66794 -4.88254 -2.45122  0.083
56 H 1.73288 -5.41870 -1.15638  0.091
57 H 2.47931 -3.35410 0.50279  0.083
58 H 1.50315 -4.74080 1.01191  0.094
59 H 0.99535 -3.10792 1.45309  0.063
60 H -1.41427 -4.02236 -1.22390  0.075
61 H -1.22549 -3.64588 0.49041  0.071
62 H -0.71307 -5.22510 -0.12368  0.099
63 C 0.75414 4.88501 4.06934  -0.040
64 C 0.51636 4.16201 2.76690  -0.265
65 C 1.55597 3.56786 2.07188  -0.025
66 C 1.35665 2.90989 0.85537  -0.319
67 C 2.58238 2.39832 0.12945  -0.088
68 C 0.05501 2.82150 0.33325  -0.529
69 Te -0.28883 1.68015 -1.41972  1.043
70 C -1.00608 3.47898 0.98948  -0.317
71 C -2.39737 3.59543 0.41264  -0.079
72 C -0.75235 4.11696 2.20068  -0.019
73 H 1.77829 4.75065 4.41793  0.076
74 H 0.07728 4.52782 4.84913  0.077
75 H 0.57796 5.95674 3.95621  0.087
76 H 2.56388 3.62967 2.47372  0.121
77 H 3.43136 2.31597 0.81278  0.076
78 H 2.86327 3.08945 -0.67060  0.095
79 H 2.41043 1.43805 -0.34964  0.000
80 H -2.77845 2.65118 0.04047  0.024
81 H -2.40105 4.27875 -0.43993  0.091
82 H -3.09001 3.99213 1.15742  0.082
83 H -1.57411 4.61466 2.70991  0.123

Cartesian forces, eV/Å:
0.0220 -0.0654 -0.9285
0.0762 -0.0458 -0.0080
-0.2252 -0.1219 -0.2912
-0.0972 -0.0124 -0.0482
-0.1498 -0.0273 -0.1207
0.3639 -0.1447 -0.1380
-0.2780 0.0426 0.1156
-0.1405 0.2046 0.1389
-0.0149 0.0372 0.1924
0.4068 -0.0190 0.5934
-0.2917 -0.1637 -0.5854
-0.0839 0.2220 0.3704
-0.2592 -0.0175 -0.0816
0.1421 -0.0314 -0.0587
0.1695 0.0008 0.1762
0.0336 0.0244 0.1751
0.0583 -0.1029 -0.0550
0.1686 -0.1734 0.1110
-0.3366 0.1450 0.3130
0.2209 -0.2000 -0.4103
0.3029 0.0751 0.2330
0.0330 0.0041 0.0273
-0.0323 0.0442 0.0343
-0.0558 0.0094 -0.0263
0.0657 0.0244 0.0120
-0.0048 -0.0144 -0.0700
-0.0139 0.0194 -0.0290
-0.0403 -0.0144 -0.0204
-0.0482 -0.0047 0.0269
0.0132 0.0173 -0.0520
0.0352 -0.0307 -0.0409
0.0104 -0.0711 0.0231
0.0447 0.0922 -0.0694
0.0046 0.0396 -0.1389
-0.0896 -0.0713 -0.1168
0.0742 0.0359 0.0588
-0.2903 -0.0766 -0.0310
-0.4045 -0.3645 0.5470
0.4275 0.2240 -0.0057
-0.0016 -0.0441 0.1028
0.1781 0.2706 -0.1731
-0.0046 0.0081 -0.0387
0.0499 0.1289 0.0794
-0.0653 -0.0526 -0.0681
-0.0297 -0.0115 0.0766
-0.0423 -0.0093 -0.0299
0.0049 -0.0139 -0.0010
-0.0124 -0.0001 0.0647
0.0159 0.0042 0.0316
0.0297 0.0105 0.0083
-0.0078 0.0255 0.0198
0.1066 0.0717 -0.0462
-0.0403 0.0326 -0.0184
-0.0164 -0.0260 0.0840
0.0548 0.0716 0.0444
-0.0435 0.0041 -0.0401
-0.0629 -0.0734 0.0162
-0.0050 0.0499 0.0027
0.0223 -0.0103 -0.0312
0.0045 -0.0406 0.0588
0.0203 0.0223 -0.0159
-0.0183 0.0621 -0.0135
-0.0420 -0.0704 -0.0667
0.0483 0.0632 0.1188
0.0517 -0.0322 -0.1127
0.0206 0.0808 0.0366
-0.0675 0.2159 -0.0034
0.0956 0.1300 0.0879
-0.0276 -0.2414 0.2334
0.0408 0.0243 0.0787
0.1467 0.0475 0.0395
-0.1084 -0.0224 -0.0457
-0.0226 -0.0108 -0.0168
0.0200 0.0013 -0.0317
0.0038 -0.0314 -0.0104
-0.0348 -0.0001 -0.0239
-0.1013 0.0477 -0.0894
-0.0432 0.0182 0.0439
-0.0082 0.0195 -0.0522
-0.0495 -0.1745 -0.0527
0.0362 0.0058 0.0134
0.0402 -0.0260 -0.0397
0.0479 -0.0145 -0.0420

Values from the calculation:
2S+1: 5
Energy in Ha: -2491.52154
E_HOMO (alpha / beta) in eV: -9.49 / -9.97
Net charge: +1
ΔE to the lowest compared entry with this formula, charge and spin in kcal per mole: 0.0
Expectation value of S²: 6.0306
HOMO-LUMO gap (alpha / beta) in hartree: 0.2059 / 0.2028

=====

[2]
Formula: C35H28N4O4TeV
Source: the Open Molecules 2025 dataset
Level of theory: ωB97M-V with the def2-TZVPD basis set

Each line ends with the Löwdin charge.
Geometry (Å):
1 V 0.63872 -0.72269 0.92212  1.031
2 C -6.41850 -0.62381 1.64504  -0.030
3 C -4.93938 -0.73497 1.49031  -0.229
4 C -4.16787 -1.40660 2.42938  0.014
5 C -2.79015 -1.53651 2.28112  -0.048
6 C -1.86887 -2.14716 3.27896  -0.281
7 O -0.70476 -1.77283 3.33918  0.089
8 C -2.42266 -3.17934 4.17085  -0.159
9 C -3.41467 -4.05959 3.73406  -0.034
10 C -3.90676 -5.02567 4.59036  -0.059
11 C -3.42960 -5.11175 5.89032  -0.057
12 C -2.44100 -4.24382 6.32938  -0.056
13 C -1.92634 -3.29108 5.47086  -0.005
14 C -2.18568 -0.94808 1.15649  -0.216
15 O -0.89774 -1.01586 0.95455  -0.169
16 C -2.95054 -0.20621 0.23804  -0.102
17 C -4.31572 -0.12129 0.40267  0.058
18 C -2.11905 0.45224 -0.81733  -0.217
19 N -1.52929 1.56412 -0.65052  0.124
20 C -1.77283 2.37418 0.51123  -0.303
21 C -0.57251 2.37499 1.44673  -0.507
22 Te -0.90428 3.66619 3.15980  1.287
23 C -2.66890 2.59257 3.75658  -0.546
24 C -2.54503 1.35303 4.36619  -0.141
25 C -3.67989 0.65574 4.74320  -0.093
26 C -4.93668 1.18415 4.49588  -0.086
27 C -5.05742 2.42671 3.89832  -0.078
28 C -3.92587 3.13806 3.53784  -0.144
29 C -1.91491 -0.31656 -2.05053  -0.166
30 C -1.41186 0.29092 -3.20205  -0.031
31 C -1.25801 -0.44416 -4.36199  -0.079
32 C -1.60325 -1.78683 -4.39068  -0.074
33 C -2.10414 -2.39510 -3.25202  -0.066
34 C -2.26552 -1.66703 -2.09007  -0.021
35 H -6.76270 -1.14624 2.53186  0.084
36 H -6.92349 -1.03654 0.77339  0.092
37 H -6.70266 0.42365 1.71992  0.087
38 H -4.64761 -1.81249 3.30558  0.125
39 H -3.77037 -4.00367 2.71561  0.117
40 H -4.67329 -5.70357 4.24846  0.110
41 H -3.82594 -5.86358 6.55553  0.111
42 H -2.08093 -4.30761 7.34525  0.112
43 H -1.15202 -2.61175 5.79293  0.122
44 H -4.90354 0.44881 -0.29912  0.143
45 H -2.66697 2.05300 1.06750  0.098
46 H -1.93790 3.39106 0.13812  0.120
47 H 0.31675 2.74284 0.93762  0.048
48 H -0.37387 1.36087 1.83117  0.016
49 H -1.56444 0.93674 4.55884  0.097
50 H -3.57981 -0.29433 5.24682  0.107
51 H -5.82046 0.63315 4.77740  0.109
52 H -6.03339 2.85325 3.72277  0.109
53 H -4.01981 4.11761 3.09107  0.095
54 H -1.18080 1.34369 -3.17431  0.118
55 H -0.89474 0.03233 -5.25868  0.113
56 H -1.50458 -2.35540 -5.30037  0.112
57 H -2.39227 -3.43403 -3.27127  0.113
58 H -2.67468 -2.14023 -1.20755  0.120
59 N 1.17095 -5.83371 -2.96153  0.202
60 C 1.18691 -4.72008 -2.70319  -0.171
61 C 1.23771 -3.32385 -2.44961  -0.182
62 C 1.66366 -2.46774 -3.46984  0.035
63 C 1.69862 -1.10893 -3.21574  0.000
64 C 1.33176 -0.65109 -1.95944  -0.079
65 N 0.96964 -1.47489 -0.97580  -0.018
66 C 0.90486 -2.78344 -1.20808  -0.026
67 H 1.96037 -2.87568 -4.42498  0.140
68 H 2.00038 -0.40719 -3.97753  0.130
69 H 1.31762 0.40649 -1.72383  0.130
70 H 0.59593 -3.41993 -0.38117  0.150
71 O 1.88805 0.55176 0.56825  -0.154
72 N 2.63917 -0.34406 1.07568  -0.147
73 O 2.08305 -0.95736 2.02245  -0.094

Cartesian forces, eV/Å:
3.5682 -0.8303 -0.0892
-0.0909 0.0702 -0.0013
0.1667 0.0271 -0.0515
0.1454 -0.0017 -0.2605
0.6840 0.3609 -0.7894
0.0151 0.0120 0.0349
-0.1697 -0.1358 0.3212
0.0358 -0.2942 0.3619
0.1800 0.1003 -0.0095
-0.0608 -0.0406 0.0475
-0.0126 0.0008 -0.0925
-0.0052 0.0061 0.0773
-0.0447 0.0808 -0.1726
-3.8066 0.4446 0.5916
-4.8475 -1.3344 -0.2350
0.7830 -0.2293 0.4850
0.1453 -0.1418 0.2150
-0.2473 0.4028 0.1559
0.2104 -0.2711 -0.6640
-0.3367 0.2135 0.4090
-0.1922 0.1208 0.1420
-0.3703 -0.5649 -0.1207
0.6307 0.4089 -0.1977
0.1338 -0.0564 0.0515
-0.0404 0.0097 0.0647
0.0204 -0.0126 0.0432
-0.1299 0.0009 0.0156
0.0952 0.1155 -0.0925
-0.0502 -0.3468 -0.4947
-0.2002 -0.0390 0.0860
-0.1348 0.0598 -0.0455
-0.0401 0.0064 0.0428
-0.0245 -0.1388 -0.0901
0.0612 0.2421 0.0388
-0.0956 -0.0316 0.0651
-0.0831 -0.0535 -0.0161
-0.1128 0.0958 0.0609
-0.0294 -0.0763 0.0792
-0.0769 -0.0238 -0.0403
-0.0391 -0.1034 -0.0343
-0.0351 -0.0421 0.0823
0.0643 -0.0176 0.0507
0.0898 0.0605 0.0463
-0.1065 0.0789 -0.1502
0.1402 0.1688 -0.0773
-0.0068 -0.0764 0.2107
0.0744 -0.0235 0.0465
-0.0652 0.2416 0.0710
0.0393 -0.0097 0.0323
0.0037 -0.1517 0.0423
-0.1230 -0.0573 0.0838
-0.1128 0.0370 -0.0099
-0.0184 0.0334 -0.0642
0.0654 0.1357 0.0161
0.0635 0.0936 -0.1122
0.0332 -0.0802 -0.1739
-0.0106 -0.1670 -0.0435
-0.0359 -0.0717 -0.0291
-0.0670 -0.5847 -0.0791
-0.0562 -0.0037 0.1532
0.1508 0.7324 0.2390
-0.0390 0.1552 0.4082
0.0135 -0.1110 0.2102
0.1681 0.2215 -0.6370
0.0596 0.3552 -0.3697
0.1221 -0.5905 -0.2342
-0.0375 -0.0003 -0.0586
-0.0062 0.0534 -0.0108
0.0595 -0.1013 -0.0792
0.0170 0.0092 -0.1785
0.2338 1.4121 -0.0061
4.5599 0.4795 -1.4482
-0.8717 -0.2318 2.1773

Values from the calculation:
Energy in Ha: -3082.17738
E_HOMO (alpha / beta) in eV: -10.41 / -10.41
Net charge: +1
ΔE to the lowest compared entry with this formula, charge and spin in kcal per mole: 37.4
HOMO-LUMO gap (alpha / beta) in hartree: 0.2317 / 0.2321

=====

[3]
Formula: C25H20Cl5GaSSi
Source: the Open Molecules 2025 dataset
Level of theory: ωB97M-V with the def2-TZVPD basis set

Each line ends with the Löwdin charge.
Geometry (Å):
1 Ga 0.00000 0.00000 0.00000  -0.607
2 Cl -2.20620 0.00000 3.26210  0.677
3 C -0.48330 0.00000 3.18560  -0.674
4 C 0.07900 0.00000 1.91650  -0.249
5 C 1.49830 0.00000 1.73020  -0.581
6 Cl 2.26870 0.00000 0.07900  0.754
7 C 2.32490 0.00000 2.86810  -0.677
8 Cl 4.05660 0.00000 2.68930  0.608
9 C 1.74480 0.00000 4.15790  -0.692
10 Cl 2.76980 0.00000 5.56930  0.589
11 C 0.34140 0.00000 4.31580  -0.690
12 Cl -0.37520 0.00000 5.90040  0.606
13 C -3.79230 2.06000 -4.21630  -0.134
14 C -3.32420 0.85800 -4.74110  -0.129
15 C -2.19190 0.24820 -4.19540  -0.118
16 C -1.51050 0.83320 -3.11330  -0.307
17 C -1.99780 2.04610 -2.59500  -0.110
18 C -3.12940 2.65390 -3.14540  -0.095
19 Si 0.00000 0.00000 -2.37390  0.600
20 C 1.44140 0.94730 -3.11390  -0.327
21 C 2.16560 0.41640 -4.19620  -0.126
22 C 3.24730 1.11180 -4.74220  -0.134
23 C 3.62130 2.34640 -4.21800  -0.140
24 C 2.91480 2.88760 -3.14690  -0.098
25 C 1.83370 2.19430 -2.59610  -0.124
26 H -4.67130 2.53450 -4.64370  0.079
27 H -3.83900 0.39370 -5.57790  0.079
28 H -1.84870 -0.69050 -4.62850  0.083
29 H -1.50230 2.53880 -1.76070  0.009
30 H -3.49180 3.59410 -2.73810  0.089
31 H 0.05370 -1.39160 -2.84780  -0.033
32 H 1.89580 -0.54610 -4.62890  0.081
33 H 3.79620 0.68840 -5.57920  0.079
34 H 4.46090 2.88730 -4.64560  0.078
35 H 3.20360 3.85310 -2.73990  0.092
36 H 1.30190 2.64750 -1.76170  0.017
37 C -1.99900 0.00000 0.00000  -0.321
38 H -2.36880 -0.84940 0.61030  -0.029
39 H -2.36880 -0.10380 -1.04080  -0.027
40 H -2.36880 0.95330 0.43050  -0.022
41 S 0.00000 2.25920 0.00000  0.784
42 C 0.00960 3.97370 -0.01110  -0.624
43 C 0.97160 4.66890 0.72000  -0.124
44 C 0.97890 6.06660 0.71050  -0.126
45 C 0.02540 6.76680 -0.02920  -0.155
46 C -0.93610 6.06790 -0.75990  -0.113
47 C -0.94450 4.67010 -0.75120  -0.108
48 H 1.71710 4.12970 1.29820  0.095
49 H 1.73060 6.60030 1.28190  0.082
50 H 0.03150 7.85140 -0.03630  0.072
51 H -1.68180 6.60250 -1.33820  0.085
52 H -1.69600 4.13190 -1.32240  0.064
53 H 0.00000 -1.61050 0.00000  -0.008

Cartesian forces, eV/Å:
-5.5437 -3.3099 -3.2600
-0.3907 0.0546 0.6017
1.3594 -0.0530 -1.0753
3.7884 0.3029 1.0448
0.1481 -0.0955 3.7106
2.1103 -0.0179 2.0584
-0.3894 0.0168 -0.6078
0.0432 0.0106 0.1992
-0.4072 0.0177 -0.3117
-0.1345 -0.0195 -0.1900
0.2564 -0.0316 -0.4299
0.1597 -0.0004 -0.0073
-0.0136 -0.0546 -0.0396
0.1198 0.0219 0.1585
-0.3334 0.4989 0.1201
-0.2658 -0.0770 -0.5783
-0.4919 0.1987 -0.6715
0.3178 -0.3717 -0.0647
0.4879 0.7707 0.5663
0.1928 -0.1907 -0.7794
0.5243 0.5275 0.0463
-0.1228 -0.0863 0.1473
0.0172 -0.0047 -0.0133
-0.1358 -0.3455 -0.0800
0.5119 0.3359 -0.5944
0.0264 -0.0304 0.0081
0.0014 0.0289 0.0278
0.0521 0.1239 0.1647
-0.0540 -0.7799 -0.3627
0.0069 -0.0484 -0.0043
-0.0318 -0.3890 -0.7408
-0.0748 0.1295 0.1416
-0.0018 0.0319 0.0166
-0.0280 -0.0252 -0.0004
-0.0456 -0.0740 -0.0027
0.1202 -0.2952 -0.3245
-2.0015 0.0552 -0.1764
0.0926 0.3462 -0.3356
-0.2592 -0.0176 0.6509
-0.1395 -0.4678 -0.2807
-0.4623 2.8328 0.7212
0.3248 -0.5595 0.2873
0.3072 1.4240 0.1217
-0.1931 -0.5658 -0.1325
-0.0418 0.1592 -0.0286
0.2536 -0.5264 0.1855
-0.2568 1.2883 -0.1796
-0.1739 -0.0561 -0.1349
-0.0075 0.0509 -0.0001
-0.0004 0.0030 -0.0008
0.0096 0.0369 0.0025
0.1972 0.3644 0.3001
0.5713 -1.1379 0.1265

Values from the calculation:
Energy in Ha: -5877.91165
E_HOMO in eV: -0.01
Net charge: -2
HOMO-LUMO gap in hartree: 0.1552